Entry 1:
Formula: C29H67O22P3S5
Source: the OMol25 dataset
Level of theory: ωB97M-V/def2-TZVPD

Structure (XYZ):
```
126
Properties=species:S:1:pos:R:3:forces:R:3
C 7.60066 2.21560 -2.62884 2.94 -0.64 0.12
O 6.38488 2.58004 -2.21702 -6.45 1.04 0.32
P 5.02354 1.69173 -2.20613 0.91 -1.08 0.74
O 5.11817 0.61807 -1.17962 -0.24 0.68 -1.22
O 3.80615 2.70819 -1.97207 1.88 0.24 -0.68
C 2.51010 2.16111 -1.78483 -0.92 -0.76 0.41
O 4.82279 1.16728 -3.73248 -0.76 1.17 0.85
C 5.41577 0.00827 -4.24434 0.88 -1.67 -0.13
H 8.01016 3.00175 -3.26316 0.20 -0.09 -0.04
H 7.68755 1.25430 -3.13524 -0.19 -0.06 -0.04
H 8.11101 2.17626 -1.66649 1.20 -0.29 -0.45
H 2.40823 1.25907 -2.38819 -0.32 0.09 -0.04
H 1.71148 2.87027 -2.00256 0.49 0.21 -0.63
H 2.31273 1.91074 -0.74249 0.55 -0.20 0.15
H 4.77934 -0.82973 -4.52863 -1.16 0.43 0.48
H 6.05839 -0.44546 -3.48984 0.43 0.14 -0.16
H 5.91796 0.17416 -5.19743 0.47 0.71 0.31
C 1.82441 -5.71966 -4.55211 -0.65 -0.19 0.22
O 2.66336 -5.56189 -3.36763 -0.28 0.95 0.77
P 2.74130 -4.10460 -2.65978 0.74 0.71 -0.45
O 1.57532 -3.23837 -2.69809 -0.99 -0.34 0.18
O 3.44800 -4.24826 -1.23271 -0.89 -1.85 -0.97
C 3.46271 -3.15272 -0.35649 -0.01 1.35 1.18
O 3.87503 -3.38191 -3.48849 0.17 0.03 0.45
C 5.13405 -3.99744 -3.67444 0.48 0.24 -2.58
H 1.43764 -6.73676 -4.48850 0.28 0.02 -0.20
H 2.32702 -5.53438 -5.50140 0.63 -0.19 0.34
H 0.95032 -5.06972 -4.59233 0.13 0.28 0.65
H 3.31156 -3.45938 0.67849 0.42 -0.65 -0.09
H 2.65527 -2.42774 -0.45921 -0.13 -0.11 -0.87
H 4.40739 -2.61746 -0.45235 0.00 -0.02 0.01
H 5.23419 -5.07357 -3.53297 -0.32 0.14 1.02
H 5.96729 -3.38530 -3.32936 -0.25 -0.22 0.65
H 5.18610 -3.94495 -4.76194 0.69 -0.03 -0.30
C 0.67769 -4.94246 1.00853 -2.10 -0.54 -0.46
O 1.92440 -5.59233 1.10448 0.93 -1.41 0.76
P 2.10567 -7.08390 1.80350 -0.98 -0.98 -0.53
O 0.82920 -7.88002 1.97117 2.62 1.93 -0.20
O 3.22993 -7.74991 0.83022 -0.91 2.63 2.45
C 2.79386 -8.00777 -0.47825 0.66 -2.12 -0.37
O 2.99140 -6.92197 3.14226 -2.03 0.00 -1.34
C 3.99777 -5.94350 3.18009 1.39 0.33 1.04
H 0.64200 -3.91393 1.36763 0.41 -0.30 0.66
H -0.09766 -5.60648 1.39062 -0.02 0.35 1.08
H 0.23548 -4.87232 0.01474 1.13 0.00 -0.86
H 2.43005 -9.01755 -0.28829 -0.74 -0.11 -1.36
H 3.72271 -8.10138 -1.04089 -0.30 0.26 -0.43
H 2.07448 -7.33532 -0.94559 0.11 0.14 0.34
H 4.86505 -6.46595 3.58381 0.38 0.07 -0.57
H 3.81353 -5.20293 3.95835 -0.61 0.19 -0.14
H 4.19839 -5.43180 2.23880 -0.01 -0.29 -0.02
O -1.68444 2.77272 1.38295 -0.86 -1.15 0.35
S -1.99130 1.33902 1.47084 -0.44 -1.56 -1.56
O -3.16570 0.77497 2.18731 1.90 1.58 -0.27
C -2.14770 0.49181 -0.20580 1.47 2.65 0.13
C -1.18068 -0.66109 -0.12805 -0.55 -1.18 -0.74
C 0.08610 -0.35659 0.73223 -1.12 0.75 0.26
C -0.41766 0.44946 1.92911 -1.34 0.24 1.65
H -1.72779 1.17600 -0.94313 -0.10 0.54 0.05
H -3.19996 0.38396 -0.46887 0.19 -0.65 0.46
H -1.85580 -1.47019 0.15065 0.87 -0.64 1.05
H -0.89042 -0.97971 -1.12920 0.19 0.33 -0.16
H 0.80240 0.31320 0.25644 -0.26 -0.08 -0.73
H 0.66872 -1.25135 0.95148 -0.40 -0.06 0.42
H 0.22589 1.17602 2.42516 0.28 0.22 -0.73
H -0.81888 -0.07836 2.79428 0.18 -0.94 -0.25
O -2.70993 3.11853 -4.30266 0.64 0.39 -0.20
S -1.35276 3.44574 -3.91393 -2.04 -0.76 0.57
O -0.61029 2.42934 -3.23079 0.97 -1.11 0.21
C -0.39402 4.08926 -5.25917 -1.21 -0.59 -0.43
C 0.28415 5.30985 -4.65281 1.71 -1.86 -1.02
C -0.59606 5.90243 -3.64090 -0.86 1.84 0.09
C -1.26752 4.83211 -2.83604 -0.18 0.85 0.52
H -1.11951 4.26036 -6.05446 -0.05 0.56 0.04
H 0.14443 3.20641 -5.60376 0.74 0.38 0.16
H 1.11003 4.88747 -4.08042 0.74 0.26 -0.42
H 0.59962 5.98010 -5.45239 0.27 0.09 0.35
H -1.33511 6.48451 -4.19144 -0.28 0.29 0.38
H -0.01892 6.55549 -2.98629 -0.22 0.24 -0.10
H -2.23289 5.20085 -2.48935 -0.11 -0.55 0.03
H -0.63759 4.53200 -1.99864 -0.20 -0.12 0.02
O -0.76491 -2.42799 3.66152 -0.54 -1.17 1.37
S -1.35974 -3.41776 4.58412 0.25 0.44 -0.57
O -2.78176 -3.68602 4.48770 0.76 -0.41 -0.56
C -0.18145 -4.89050 4.61003 -1.23 0.91 1.65
C 0.30398 -4.96307 6.10865 1.36 -1.33 -1.25
C 0.27431 -3.58972 6.75013 -2.07 0.92 -0.91
C -1.10479 -3.05759 6.29644 -0.29 0.38 1.37
H 0.65943 -4.61897 3.97184 -0.41 -0.28 -0.28
H -0.76599 -5.78223 4.38372 0.36 0.11 -0.58
H -0.08352 -5.83319 6.63859 -1.06 0.60 0.26
H 1.30976 -5.36380 5.98245 0.54 0.48 0.20
H 1.02312 -2.94474 6.29036 0.40 -0.05 0.69
H 0.09502 -3.51945 7.82299 1.36 -0.34 0.13
H -1.47914 -2.08987 6.63036 0.99 0.88 -0.83
H -1.82848 -3.55727 6.94040 -0.34 -1.18 -0.80
O -4.83222 4.65767 -1.62293 -0.07 0.17 -0.08
S -6.05989 3.90608 -1.53195 -0.77 -1.39 1.38
O -6.91224 3.65702 -2.66222 0.07 0.45 -0.64
C -5.77499 2.22696 -0.78068 -0.26 1.75 -0.60
C -6.28342 2.31507 0.63413 -0.53 -0.51 0.51
C -7.48629 3.21911 0.68483 -1.05 2.42 -1.59
C -7.12604 4.51753 -0.14749 1.31 -0.57 -0.35
H -4.73355 1.94143 -0.92891 -0.26 -0.11 -0.04
H -6.52424 1.66798 -1.34128 0.56 -0.39 -0.23
H -6.66898 1.30743 0.78944 0.53 -0.09 1.06
H -5.60457 2.70018 1.39502 0.50 -0.65 -0.17
H -7.84452 3.55766 1.65703 0.45 -0.33 0.24
H -8.36755 2.79158 0.20660 0.05 -0.28 -0.13
H -6.41736 5.18248 0.34619 -0.20 0.03 0.52
H -7.89952 5.13834 -0.59961 -0.21 -0.39 0.16
O -4.84733 7.91893 1.32537 1.66 -0.90 0.89
S -3.50737 7.35708 1.59996 0.08 0.93 -0.89
O -2.37745 7.96014 0.83429 -1.83 -1.35 1.47
C -3.05062 7.36102 3.45005 -0.16 -0.10 -0.63
C -3.27253 5.94587 4.05188 -0.72 -0.48 -2.36
C -3.91518 5.01421 2.95237 -0.69 0.83 -2.35
C -3.53017 5.51758 1.48433 1.30 0.77 1.54
H -3.61556 8.15159 3.94395 -0.30 -0.16 -0.22
H -2.01064 7.68468 3.49212 0.00 -0.19 -0.25
H -2.31804 5.44809 4.22291 -0.13 0.40 0.97
H -4.04613 5.98132 4.81894 0.86 -0.10 0.58
H -5.00369 5.06613 2.97576 -0.17 0.19 0.28
H -3.70531 3.94517 2.98713 0.51 0.15 0.41
H -3.99768 5.11455 0.58594 -0.57 0.28 0.30
H -2.46300 5.37694 1.31268 0.19 -0.39 0.15
```
Forces are in eV/Å.

Calculated values
Orbital gap   10.065 eV
Max |F|   6.54 eV/A
E_tot   -5815.4757 Ha
HOMO level   -9.732 eV
Structure (SMILES)   COP(=O)(OC)OC.COP(=O)(OC)OC.COP(=O)(OC)OC.O=S1(=O)CCCC1.O=S1(=O)CCCC1.O=S1(=O)CCCC1.O=S1(=O)CCCC1.O=S1(=O)CCCC1

***

Entry 2:
Formula: C29H68BN5O24P3S7
Source: the OMol25 dataset
Level of theory: ωB97M-V/def2-TZVPD

Structure (XYZ):
```
137
Properties=species:S:1:pos:R:3:forces:R:3
C 3.15733 -2.22301 -4.67150 -1.92 6.76 8.35
C 2.92453 -1.46993 -3.48018 1.73 -5.35 -9.00
N 2.68174 -0.50068 -2.32994 -0.06 -0.08 -3.10
C 1.29951 -0.36292 -1.73452 -1.56 0.83 2.82
N 0.81359 -1.36505 -0.69434 -0.01 -6.95 -3.85
C 0.64397 -2.61818 -1.23805 3.10 1.79 -1.06
S 0.95563 -4.05075 -2.16532 -1.60 4.88 3.68
B -0.02506 -0.21418 -2.69015 -2.70 0.76 -1.26
O -1.35696 -0.14494 -1.98999 3.12 2.32 -1.01
C -0.08138 -0.18109 -4.33036 0.54 -0.69 -0.65
C -1.31627 0.68708 -4.97181 0.36 -0.87 -0.51
C 1.55382 0.96910 -0.75164 -0.83 -1.32 -0.89
P 0.80528 2.35633 -1.79112 -0.29 -0.35 0.10
P 2.15330 3.99470 -2.26204 0.02 6.73 -4.75
O 1.51918 4.71707 -3.55985 2.00 -3.28 4.87
O 2.17515 5.28693 -1.04155 -0.88 -3.36 -0.83
O 3.76300 3.53843 -2.73478 -2.34 1.51 0.82
C 3.12971 0.86362 -0.36835 -1.63 -2.81 5.52
N 3.11567 0.18623 1.01840 -0.89 0.43 -0.97
O 3.89188 2.07848 -0.07096 -1.98 3.10 0.76
C 3.22305 2.95706 0.89912 -3.95 0.33 6.16
N 2.56570 3.42730 1.93939 5.94 -4.00 -9.59
C 3.79526 -0.34860 -1.26853 1.63 -0.94 1.07
N 4.10485 -1.68185 -0.62470 -1.34 0.44 -0.98
P 5.32322 -0.04900 -2.35766 2.99 1.71 -1.47
C 6.84080 -1.13941 -1.79361 -0.35 -0.64 0.24
O 5.98939 1.57762 -2.17509 -1.11 -1.59 -1.43
H 3.30772 -2.49057 -5.82552 -0.37 0.47 3.28
H 2.78851 0.43813 -2.82210 -0.27 -1.09 -0.01
H -1.65768 0.82228 -2.12335 0.11 -2.35 -0.03
H 0.96289 0.11800 -4.82404 -2.20 -0.57 0.98
H -0.25837 -1.30931 -4.67942 0.44 2.11 0.85
H -1.46617 0.27093 -6.08022 0.34 1.24 2.38
H -0.99585 1.81271 -4.99231 -0.92 -2.09 0.03
H -2.32244 0.46930 -4.40955 2.18 0.71 -1.07
H 0.71690 0.77386 0.06406 2.39 0.49 -1.12
H -0.19937 2.97257 -0.90839 1.31 -0.17 -0.42
H 1.35675 5.20240 -0.44683 1.69 0.08 -1.14
H 4.08261 4.24183 -3.39990 -1.08 -1.23 1.26
H 2.26220 0.43501 1.55615 1.27 -0.01 -0.44
H 4.00252 0.36294 1.53318 -1.07 -0.16 -0.57
H 4.42254 -2.40449 -1.33886 -0.24 1.53 0.81
H 3.27414 -2.13520 -0.18627 0.67 0.91 -0.09
H 6.96982 -1.15885 -0.63114 -0.03 0.03 -2.32
H 7.79456 -0.77110 -2.38400 -2.12 -0.44 1.35
H 6.60749 -2.22508 -2.19898 0.44 2.13 0.94
H 5.98850 2.01054 -3.09734 -0.23 -1.12 2.11
O 7.59693 8.67775 -1.26779 -0.77 0.38 0.67
S 6.50147 9.50055 -0.80514 -0.41 0.21 -0.02
O 6.44775 10.02644 0.54206 0.31 -0.70 -1.02
O 5.09417 8.74181 -1.12640 0.84 0.92 -0.28
C 4.89898 7.42819 -0.61673 -0.20 -0.89 0.55
C 4.62040 7.44570 0.87541 0.13 0.05 0.25
C 6.29041 10.85702 -1.93205 -0.17 -0.09 -0.08
H 5.75866 6.79225 -0.85298 0.05 0.18 -0.01
H 4.03203 7.00719 -1.13701 0.17 0.36 -0.11
H 5.49166 7.79214 1.43503 -0.07 -0.04 -0.05
H 4.36796 6.44280 1.23329 -0.03 0.08 -0.12
H 3.79475 8.12580 1.10578 0.06 -0.14 -0.08
H 6.29005 10.47396 -2.95366 -0.01 0.01 0.17
H 7.12692 11.54378 -1.78744 -0.05 -0.21 0.10
H 5.35126 11.36432 -1.70338 0.14 -0.13 0.02
O -4.40307 0.91162 -4.40327 -0.61 0.32 0.69
S -5.49853 1.73442 -3.94062 -1.26 0.17 -0.12
O -5.55225 2.26031 -2.59343 0.53 -0.65 -0.93
O -6.90583 0.97568 -4.26189 1.18 1.22 -0.32
C -7.10102 -0.33794 -3.75222 -0.21 -1.07 0.73
C -7.37960 -0.32043 -2.26007 0.10 0.02 0.21
C -5.70959 3.09089 -5.06753 -0.11 -0.11 -0.08
H -6.24134 -0.97388 -3.98846 0.00 0.18 -0.05
H -7.96797 -0.75894 -4.27250 0.20 0.36 -0.15
H -6.50834 0.02601 -1.70046 -0.05 -0.05 -0.04
H -7.63204 -1.32333 -1.90219 -0.05 0.14 -0.09
H -8.20525 0.35967 -2.02970 0.05 -0.17 -0.06
H -5.70995 2.70783 -6.08914 -0.02 0.00 0.17
H -4.87308 3.77766 -4.92292 -0.05 -0.19 0.09
H -6.64874 3.59819 -4.83887 0.13 -0.14 0.02
O 5.88821 -5.32018 -3.44687 0.13 -0.40 0.67
S 6.05297 -6.64485 -2.89083 0.53 -0.99 0.06
O 5.80615 -6.93071 -1.49378 0.13 0.75 -1.10
O 7.53192 -7.20703 -3.28587 -1.56 0.06 -0.17
C 8.67091 -6.43628 -2.92242 0.94 0.56 0.54
C 8.96106 -6.53860 -1.43590 -0.11 0.06 0.26
C 5.10707 -7.79321 -3.86089 0.17 -0.02 -0.11
H 8.54428 -5.39340 -3.23166 -0.14 -0.12 -0.03
H 9.52271 -6.83858 -3.48110 -0.41 -0.10 -0.11
H 8.16438 -6.08034 -0.84633 0.07 -0.02 -0.04
H 9.89763 -6.02925 -1.18891 -0.08 -0.10 -0.12
H 9.03184 -7.58617 -1.12784 0.06 0.15 -0.09
H 5.31022 -7.61739 -4.91835 0.03 -0.01 0.17
H 4.05057 -7.61984 -3.64627 0.18 0.08 0.08
H 5.38128 -8.80982 -3.57288 0.01 0.20 0.00
O -8.97155 -2.45400 0.35308 -0.37 0.15 0.88
S -9.45560 -2.80899 1.66866 0.11 -0.17 0.69
O -10.55329 -2.10926 2.30099 0.94 -0.32 -0.85
O -8.19692 -2.85140 2.70466 -0.98 -0.75 -0.82
C -7.38632 -1.68994 2.83652 0.40 1.10 0.25
C -8.08901 -0.60864 3.63740 -0.15 0.19 -0.10
C -9.82680 -4.54571 1.69127 0.17 -0.04 0.09
H -7.08104 -1.32012 1.85198 -0.13 -0.14 0.00
H -6.47609 -1.99173 3.36562 -0.25 -0.30 -0.15
H -8.96426 -0.23008 3.10550 0.07 -0.04 0.02
H -7.41649 0.23487 3.82128 -0.07 -0.25 0.02
H -8.43736 -1.00375 4.59649 0.16 0.08 -0.10
H -8.99174 -5.09366 1.25212 -0.09 0.13 0.07
H -10.73175 -4.70089 1.10025 0.12 0.19 0.05
H -10.00062 -4.85711 2.72299 0.04 0.12 -0.14
O -1.02043 -4.62484 2.18294 1.15 0.32 0.14
S 0.12560 -3.82484 2.55402 -0.13 0.23 0.86
O 1.44842 -4.08143 2.02612 -0.98 -0.06 0.03
O 0.21750 -3.75003 4.18047 -0.23 0.71 -1.44
C 0.27889 -4.96724 4.91400 0.26 -1.13 0.58
C 1.64753 -5.61473 4.80459 0.18 -0.11 -0.19
C -0.25596 -2.11374 2.26930 -0.11 -0.03 0.19
H -0.51171 -5.65210 4.58966 0.04 0.17 -0.09
H 0.08335 -4.72046 5.96300 -0.09 0.29 -0.32
H 1.84845 -5.94143 3.78225 -0.03 -0.01 0.09
H 1.71383 -6.49104 5.45673 -0.07 0.16 -0.02
H 2.43338 -4.90454 5.07915 -0.13 -0.09 0.05
H -1.23568 -1.89213 2.69527 0.14 -0.09 0.00
H -0.26871 -1.95021 1.18976 -0.03 -0.15 0.31
H 0.51936 -1.49714 2.72791 -0.06 -0.16 -0.02
O -7.02043 1.45877 5.84687 1.10 0.26 0.26
S -5.87440 2.25877 6.21795 0.08 0.41 0.61
O -4.55158 2.00218 5.69005 -1.09 -0.19 0.20
O -5.78250 2.33358 7.84440 -0.25 0.62 -1.30
C -5.72111 1.11636 8.57794 0.23 -1.03 0.52
C -4.35247 0.46888 8.46852 0.20 -0.12 -0.18
C -6.25596 3.96986 5.93324 -0.02 0.02 0.19
H -6.51171 0.43150 8.25360 0.04 0.16 -0.09
H -5.91665 1.36315 9.62694 -0.09 0.28 -0.32
H -4.15155 0.14218 7.44618 -0.03 0.01 0.09
H -4.28617 -0.40744 9.12067 -0.07 0.16 -0.01
H -3.56662 1.17907 8.74309 -0.13 -0.09 0.05
H -7.23568 4.19147 6.35920 0.15 -0.09 -0.03
H -6.26871 4.13340 4.85370 0.02 -0.19 0.12
H -5.48064 4.58647 6.39184 -0.09 -0.16 -0.04
```
Forces are in eV/Å.

Calculated values
Orbital gap   7.391 eV
Max |F|   11.97 eV/A
E_tot   -7060.7509 Ha
HOMO level   -11.701 eV
Total charge   +1